Entry a
This record from OMol25 describes a cluster of 2 separate species, C2 in total. The level of theory is ωB97M-V/def2-TZVPD.

Computed properties:
**LUMO level**: -2.62 eV
**E_HOMO**: -7.95 eV

Each line ends with the Löwdin charge.
Cartesian coordinates (Å):
1 C 0.000 0.000 1.412  0.00
2 C 0.000 0.000 -1.412  0.00

Entry b
This record from OMol25 describes an isolated molecule of C2. The level of theory is ωB97M-V/def2-TZVPD.

Computed properties:
**LUMO level**: -4.74 eV
**E_HOMO**: -11.46 eV

Each line ends with the Löwdin charge.
Cartesian coordinates (Å):
1 C 0.639 0.044 0.041  0.00
2 C -0.639 -0.044 -0.041  0.00

Stability ranking, top and bottom: entry b is the most stable and entry a is the least stable.